# 1
C23H32N4O4S | the ωB97M-V functional and the def2-TZVPD basis

* energy relative to the best compared isomer or geometry (same formula, charge and spin): 69.1 kcal/mol
* gap between HOMO and LUMO: 8.098 eV
* calculated total energy: -49356.4423 eV
* M: 460.60 g/mol
* net charge: 0

Structure (XYZ):
```
64
C23H32N4O4S the ωB97M-V functional and the def2-TZVPD basis
S -0.82588 1.15042 -2.38434
O 6.77737 -0.23534 1.18502
O 0.49118 -3.47126 0.54492
O 6.23766 1.37792 -0.36681
O -1.36816 2.10112 1.23354
N -4.45270 -1.07156 0.41009
N -2.86240 0.94747 -0.73840
N 2.48629 -2.44773 0.71755
N -1.46778 -0.88505 -0.82500
C -5.56266 -1.28354 -0.50798
C -2.97619 2.37048 -0.59172
C -1.74849 0.37385 -1.23447
C -5.73820 0.33243 2.00672
C 5.51824 -0.46773 0.72013
C 0.89819 -1.57388 -0.83921
C 4.65259 -1.46886 1.06603
C -2.12048 4.28175 0.86003
C 3.06090 -0.50140 -0.53112
C 1.22772 -2.56950 0.16939
C -6.39380 -2.54749 -0.27290
C 3.97433 0.52010 -0.86151
C -1.99131 -1.42224 0.41790
C 1.78259 -0.59765 -1.15255
C 7.24109 0.91446 0.50662
C -0.66062 4.22446 0.40089
C 5.18278 0.51451 -0.22925
C -3.38585 -2.05821 0.27543
C -4.83060 -0.87549 1.80424
C -0.45548 -1.67630 -1.49875
C 3.40333 -1.47824 0.42458
C -2.52262 2.80561 0.82565
C -0.21684 2.80153 0.78318
H -5.13767 -1.31138 -1.51537
H 0.22219 2.27942 -0.07476
H -7.14566 -2.63710 -1.05252
H -6.21201 -0.40730 -0.45507
H -1.29697 -2.19460 0.75019
H -2.18738 4.65808 1.88137
H 4.91681 -2.21674 1.79495
H -5.79860 0.56470 3.06708
H -5.76488 -3.43445 -0.29749
H -3.30465 2.55428 1.55088
H -3.45901 0.36700 -0.14129
H -4.01195 2.67829 -0.75716
H -0.04860 4.98226 0.88500
H -5.31121 -1.77318 2.22582
H 3.71477 1.26995 -1.58891
H -2.74561 4.89350 0.21370
H -2.00802 -0.62705 1.17008
H -6.90229 -2.50862 0.68739
H 8.14584 0.66026 -0.06846
H -6.74545 0.14213 1.64574
H -2.33761 2.83245 -1.34821
H -5.33736 1.19749 1.48371
H -3.44713 -2.51552 -0.71401
H 7.48626 1.69868 1.24020
H 1.51858 0.13947 -1.89722
H -0.77779 -2.72134 -1.48384
H -3.90394 -0.71174 2.36145
H 2.72854 -3.14685 1.41037
H -0.38572 -1.32123 -2.52952
H 0.50554 2.79188 1.60468
H -3.48724 -2.85779 1.02226
H -0.58930 4.36132 -0.67723
```

---

# 2
C6H12N2S | the ωB97M-V functional and the def2-TZVPD basis

* energy relative to the best compared isomer or geometry (same formula, charge and spin): 17.1 kcal/mol
* gap between HOMO and LUMO: 9.488 eV
* calculated total energy: -20231.4254 eV
* M: 144.24 g/mol
* net charge: 0

Structure (XYZ):
```
21
C6H12N2S the ωB97M-V functional and the def2-TZVPD basis
S 2.62608 1.53551 -1.98758
N -2.41815 -0.01994 2.33848
N -2.09092 0.35699 0.16753
C 1.25663 -0.86519 -2.32254
C -2.90138 0.54618 1.27625
C -1.06327 -0.42483 0.62674
C 2.36617 -0.17350 -1.52482
C -0.44281 -1.68734 2.74255
C -1.28620 -0.75558 1.91575
H 1.51262 -1.93261 -2.36526
H 1.67134 2.10984 -1.31704
H 1.14752 -0.53575 -3.35314
H -1.14225 -2.21862 3.38281
H 0.35397 -1.15244 3.26087
H 3.28084 -0.70998 -1.76304
H 0.27397 -0.80076 -1.86854
H 0.11358 -2.33732 2.06770
H -2.40820 0.51612 -0.78150
H -3.67943 1.29340 1.29035
H 2.11801 -0.24378 -0.46650
H -0.51144 -0.84608 -0.19807
```

---

# 3
C49H59Cl2N7O5PPtS | the ωB97M-V functional and the def2-TZVPD basis

* expectation value of S²: 6.016
* spin multiplicity: 5
* gap between HOMO and LUMO (spin up / spin down): 7.849 / 5.292 eV
* calculated total energy: -120849.0189 eV
* M: 1155.08 g/mol
* net charge: +1

Structure (XYZ):
```
125
C49H59Cl2N7O5PPtS the ωB97M-V functional and the def2-TZVPD basis
Pt -0.29019 -1.10687 -0.08927
Cl -3.81834 0.73931 -5.79759
Cl 0.56005 2.74256 -8.28847
S -3.34360 -1.75315 1.39938
P 3.18334 -1.92651 -0.09024
O -0.50403 -1.69375 -2.31003
O -2.30689 -2.03650 0.34354
O 0.71401 0.06821 -1.86284
O -3.37743 -0.33987 1.73870
O -3.18678 -2.62531 2.54030
N -1.76237 0.46490 -0.53832
N -0.08684 0.88059 1.75239
N -0.82704 0.84621 -6.50588
N -0.91764 -1.63095 4.33816
N -2.92429 2.25915 -0.04342
N 1.56276 -1.76525 0.04468
N -0.33707 -1.81245 2.21980
C -0.51959 -3.09611 2.73335
C 3.95678 -0.34000 -0.74900
C -0.78055 -5.44482 2.85365
C -4.72896 -0.33940 -2.64046
C 3.42515 -3.36728 -1.27634
C -3.89172 2.54744 -7.76712
C -5.88686 -1.26812 0.50328
C -7.09072 -1.65906 -0.07250
C -5.46738 0.81120 -2.32283
C -3.34231 3.44305 -8.66698
C -0.42437 -1.16236 -5.19610
C 4.85212 -3.46500 -1.82547
C -1.96682 3.50727 -8.81016
C -3.47276 -0.56250 -2.11757
C -1.65154 -1.31506 -7.27317
C -1.18861 -3.30693 -6.02204
C -1.68870 1.68467 -7.20624
C -8.58480 -3.38303 -1.14954
C -1.16712 2.64194 -8.08980
C -1.09413 -5.33561 4.21822
C -7.27104 -2.95016 -0.54971
C -0.51281 -2.54902 -5.08171
C -0.48958 -4.32930 2.09327
C -1.15249 -4.11031 4.85308
C -6.21461 -3.85915 -0.44211
C 3.86474 -2.31370 1.63099
C -0.98737 -0.55047 -6.31963
C 2.41923 -3.22219 -2.43975
C -0.66802 2.01405 1.04100
C -5.01299 -3.48916 0.13156
C -3.70777 1.54021 -0.93840
C 3.07859 -4.66516 -0.53155
C -3.07657 1.70218 -7.03201
C -1.79688 1.55914 0.17399
C -0.64281 -0.98726 3.18091
C -0.79504 0.48590 2.96640
C 3.62466 -0.23930 -2.24956
C -4.85703 -2.18490 0.59819
C 5.32639 -2.76399 1.59607
C 3.01659 -3.40068 2.30938
C 3.29738 0.87135 -0.06297
C -1.77153 -2.68371 -7.11654
C 3.73148 -1.03543 2.47640
C -4.96945 1.77517 -1.46935
C 0.12518 -0.67594 -2.70913
C 0.25437 -0.29724 -4.16194
C 5.47588 -0.28506 -0.56762
C -2.96910 0.39977 -1.24506
C -0.86982 -2.99506 4.07705
H -2.89963 -1.44639 -2.35780
H -3.20617 3.07959 0.46385
H 1.41418 -2.98406 -2.09336
H 3.89957 0.76232 -2.58873
H 5.59302 -3.64061 -1.04609
H -1.00853 2.81205 1.70797
H -5.53991 2.66277 -1.22428
H 3.34242 -4.40445 2.05275
H 3.56396 1.76571 -0.63113
H 3.12580 -3.29291 3.39135
H 2.72178 -2.47251 -3.16618
H -2.30278 -3.26670 -7.85813
H 2.37128 -4.17997 -2.96141
H -9.28169 -2.54902 -1.22218
H -0.78700 -6.42306 2.38984
H 3.86417 -4.96344 0.16088
H -6.45317 0.94171 -2.75050
H -1.43793 -4.02864 5.89462
H 2.71580 -0.63415 2.43468
H -7.90388 -0.94462 -0.14574
H -0.46727 1.04308 3.84866
H 1.96651 -3.30479 2.07291
H -1.32165 -6.23326 4.77824
H 1.33086 -0.21802 -4.35020
H 5.46979 -3.65496 0.98580
H 4.18434 -0.94950 -2.85225
H -1.51032 4.21973 -9.48412
H -2.06889 -0.82355 -8.14391
H -5.16293 -1.07218 -3.30971
H -6.34553 -4.87205 -0.80811
H -8.44135 -3.79902 -2.14855
H 0.11935 1.18120 -6.46645
H 5.97666 -1.19297 -0.90522
H -1.86445 0.66734 2.81691
H 2.98221 -5.45938 -1.27483
H -3.98041 4.10448 -9.23770
H 4.43782 -0.26538 2.17714
H 2.21397 0.79324 -0.07287
H 5.61040 -3.02641 2.61844
H 2.56183 -0.36870 -2.43002
H -0.30377 -4.38994 1.02670
H 5.85919 0.54063 -1.17212
H 3.64214 1.01825 0.95723
H -9.04716 -4.15913 -0.53619
H -0.13965 0.71936 -4.22515
H -1.29989 -1.20541 5.16543
H -4.19630 -4.19475 0.23130
H -4.96046 2.51449 -7.60076
H 2.13177 -4.59531 0.00457
H 5.76406 -0.09094 0.46445
H -5.73963 -0.26259 0.87852
H 0.10302 2.42594 0.38767
H 4.88378 -4.31980 -2.50598
H -0.07296 -3.04009 -4.22401
H -1.26251 -4.38014 -5.90062
H 3.94874 -1.29113 3.51486
H 5.15229 -2.58805 -2.39361
H 6.00711 -1.99062 1.25109
H 0.88904 1.06086 1.94397
```

---

# 4
C14H12BCl5F9NO8PRe | the ωB97M-V functional and the def2-TZVPD basis

* gap between HOMO and LUMO: 7.326 eV
* calculated total energy: -131752.5240 eV
* M: 898.49 g/mol
* net charge: 0

Structure (XYZ):
```
52
C14H12BCl5F9NO8PRe the ωB97M-V functional and the def2-TZVPD basis
Re -0.79463 -0.60506 1.04616
Cl -0.72822 -0.04366 4.19804
Cl 3.60432 0.06170 1.09471
Cl 5.40840 0.76751 3.58050
Cl 1.02196 0.65676 6.73106
Cl 4.09503 1.06094 6.38848
P -0.32614 3.21948 1.13945
F 0.93807 2.40817 0.63067
F -5.84373 0.42025 1.06053
F -5.41333 -1.60878 0.43728
F -0.80904 3.34986 -0.35629
F -1.76843 3.62661 1.62660
F -1.28203 1.31475 0.97393
F 0.35511 4.60492 1.27622
F -0.01345 2.68243 2.60270
F -4.71025 0.06325 -0.74606
O -1.00579 -4.47598 1.83064
O -3.54453 0.02509 2.44687
O 0.80452 -0.20893 1.76418
O -0.55791 -2.52752 0.97025
O 0.67633 0.39283 -1.46902
O -1.86808 -2.70767 2.73265
O -0.57967 -1.46913 -1.92889
O -2.61302 -0.89486 0.62408
N -1.19312 -3.30601 1.93003
C 2.36142 -0.72377 -2.74552
C 3.12484 0.68167 5.02655
C -3.63047 -0.36065 1.32677
C 0.20772 -2.09281 -4.12352
C 1.02723 -0.00152 -2.83302
C 3.72023 0.54909 3.76931
C 1.56986 0.06570 2.84109
C -0.16349 -0.92971 -3.22550
C 2.93903 0.23715 2.66006
C -4.93304 -0.36009 0.49765
C 0.96192 0.19411 4.08686
C 1.74973 0.50391 5.19136
C 1.15515 1.26263 -3.66106
C -1.36165 -0.17754 -3.78243
B -0.15770 -0.56775 -1.01392
H -0.68065 -2.68246 -4.34458
H -1.15063 0.22406 -4.77298
H 0.94591 -2.74112 -3.65838
H 0.61258 -1.72739 -5.06906
H 3.09276 -0.05301 -2.29587
H -1.65196 0.64787 -3.13177
H 0.25381 1.86772 -3.61283
H 1.35774 1.01814 -4.70556
H 2.71959 -1.01089 -3.73366
H -2.20333 -0.86438 -3.86003
H 1.98758 1.85536 -3.28488
H 2.29348 -1.62128 -2.12988
```

---

> calculated total energy of number 3 (C49H59Cl2N7O5PPtS)?

-120849.0189 eV